12
Properties=species:S:1:pos:R:3:nbo_charge:R:1 method="wB97M-V/def2-TZVPD" charge=0 orbital_gap_ev=10.501 e_tot_ev=-8339.707 e_homo_ev=-9.989 smiles="CC(=O)CC=O"
C 0.020 1.620 -0.216 -0.726
C -0.813 0.371 -0.058 0.601
O -1.927 0.258 -0.518 -0.524
C -0.153 -0.795 0.679 -0.620
C 0.670 -1.591 -0.316 0.445
O 1.871 -1.692 -0.269 -0.504
H 1.032 1.369 -0.554 0.237
H 0.119 2.123 0.753 0.240
H -0.461 2.296 -0.925 0.241
H 0.509 -0.455 1.481 0.237
H -0.950 -1.434 1.071 0.253
H 0.083 -2.070 -1.127 0.120